C8H20FIInO2Si | ωB97M-V with the def2-TZVPD basis set

As for the total charge: -1. The calculation puts the HOMO energy at -0.1804 hartree. The value obtained for the HOMO-LUMO gap is 7.744 eV.

Positions of all 34 atoms, in Å:
H -2.861 0.377 1.230
Si 2.312 0.861 -0.056
H 1.794 2.804 1.449
H 3.240 0.505 2.280
C 3.547 0.228 1.251
I -0.892 -2.813 -3.136
O -2.657 -4.270 0.085
C 1.816 2.673 0.342
H -0.366 -2.333 1.880
H -2.997 1.398 -1.701
H 0.823 2.931 -0.075
H 0.927 -0.343 1.801
H -4.521 -1.383 0.055
O 0.974 -0.159 -0.305
C -3.613 -0.961 -0.433
H 2.576 3.391 -0.035
C -2.417 1.287 -0.765
H 3.605 -0.877 1.169
C 3.269 0.862 -1.725
H -4.247 0.982 0.302
H 3.974 0.005 -1.714
C -0.185 -1.946 0.848
In -1.895 -2.397 -0.535
H 3.766 1.831 -1.912
H -2.538 -4.348 1.031
H 4.565 0.644 1.092
H 2.516 0.650 -2.513
C -3.280 0.430 0.207
H 0.692 -2.519 0.462
C 0.261 -0.451 0.902
H -1.404 0.879 -0.930
H -3.935 -0.750 -1.485
H -0.578 0.257 1.086
F -2.270 2.556 -0.156

***

C8H20INO | ωB97M-V with the def2-TZVPD basis set

As for the total charge: +1. The multiplicity is 2. The calculation puts the HOMO energy (alpha / beta) at -0.4909 / -0.4780 hartree. The value obtained for the HOMO-LUMO gap (alpha / beta) is 11.087 / 6.693 eV. The energy above the lowest of the compared OMol25 structures with the same formula, charge and spin comes out at 0.000 eV.

Positions of all 31 atoms, in Å:
H 2.288 1.839 1.840
C -1.777 -1.154 1.868
C 0.910 -1.799 0.888
C -0.173 0.475 -2.077
N 0.142 -0.542 0.279
C 0.593 0.719 1.078
H -1.620 3.137 -2.652
H 0.240 0.569 2.098
H -2.862 -1.163 1.977
C -1.393 -0.787 0.380
H -2.468 1.723 -2.268
C -1.655 2.349 -1.899
H -1.884 0.108 -0.002
C 2.088 1.017 1.152
H 0.445 -1.558 -1.571
H -1.577 -0.331 2.554
H 1.658 -0.466 -1.221
H 0.040 1.590 0.726
H -1.689 -1.578 -0.310
I 4.477 -1.788 -0.875
H -2.132 2.813 -1.036
H 0.469 -2.713 0.490
H 0.747 -1.826 1.965
H 2.681 0.228 1.615
H 0.349 0.703 -3.006
H 2.476 1.225 0.155
H -1.440 -2.095 2.302
H 1.948 -1.719 0.565
C 0.571 -0.540 -1.203
O -0.447 1.728 -1.434
H -1.003 -0.163 -2.379

***

C8H20LiNO8P | ωB97M-V with the def2-TZVPD basis set

As for the total charge: -1. The calculation puts the HOMO energy at -0.0561 hartree. The value obtained for the HOMO-LUMO gap is 3.398 eV. The energy above the lowest of the compared OMol25 structures with the same formula, charge and spin comes out at 0.932 eV.

Positions of all 39 atoms, in Å:
H 0.514 -2.397 -3.293
O -3.684 0.079 0.311
H -3.811 -2.373 0.077
C 1.286 -0.374 1.398
H 0.749 -3.400 -1.946
H -4.228 -1.680 -1.243
H 2.585 4.021 0.282
C 1.226 2.011 -0.585
O -1.907 0.181 1.671
N 2.041 2.028 0.791
H 2.755 3.558 2.311
C 3.499 1.499 0.516
H 0.850 1.207 -1.142
C -3.950 -2.628 -0.960
H 1.648 1.189 2.762
O -1.335 -2.097 -1.278
O 0.301 -1.048 2.173
O -1.046 -3.743 -2.838
H 0.633 -4.134 -3.747
H 3.554 0.490 0.395
O -3.077 -3.379 -1.809
C -1.827 -3.042 -1.889
H 3.850 2.090 -0.532
O -3.501 2.239 1.532
H 1.098 3.686 1.714
C 1.355 1.063 1.696
H 0.241 2.397 -0.387
C 0.197 -3.284 -2.911
H 2.215 -0.880 1.955
P -2.898 1.073 0.858
Li -1.881 -0.688 -0.009
H 1.765 2.635 -1.305
H -0.494 -0.691 2.010
H 4.220 1.952 1.206
H 0.345 1.375 1.856
C 2.127 3.358 1.282
O -1.901 1.336 -0.168
H -4.768 -3.173 -1.044
H 1.249 -0.460 0.272

***

C8H20N2 | ωB97M-V with the def2-TZVPD basis set

The calculation puts the HOMO energy at -0.3136 hartree. The value obtained for the HOMO-LUMO gap is 9.359 eV. Its structure (SMILES) is CC(C)(C)[C@@H](N)C(C)(C)N. The energy above the lowest of the compared OMol25 structures with the same formula, charge and spin comes out at 0.000 eV.

Positions of all 30 atoms, in Å:
H 1.919 0.511 2.246
C -1.388 -0.262 -0.076
C -2.685 0.673 0.129
H -2.733 1.457 -0.623
H -2.301 -1.056 -1.841
H 3.237 0.492 1.075
H 1.879 1.260 -1.399
H 2.882 -0.176 -1.232
C 1.427 -1.525 0.574
H 0.995 -1.742 1.550
H -0.279 1.951 -1.083
H -1.029 -2.206 0.509
H -1.086 0.182 -2.180
N -0.139 1.935 -0.081
C -1.329 -0.667 -1.545
H -3.556 0.031 0.023
H -2.705 1.111 1.126
H 2.480 -1.804 0.615
C -0.187 0.579 0.429
H -0.309 0.650 1.518
H 2.055 1.810 1.056
H 1.280 -0.316 -1.938
C 1.307 -0.041 0.232
H -0.850 2.512 0.349
C 2.186 0.743 1.216
C 1.859 0.197 -1.175
H -0.595 -1.451 -1.709
N -1.663 -1.446 0.712
H 0.962 -2.157 -0.181
H -1.636 -1.246 1.704

***

C8H20N2S2 | ωB97M-V with the def2-TZVPD basis set

As for the total charge: +2. The calculation puts the HOMO energy at -0.6186 hartree. The value obtained for the HOMO-LUMO gap is 9.910 eV. Its structure (SMILES) is CC(C)[N@H+](C)/C(S)=C(\S)[NH+](C)C. The energy above the lowest of the compared OMol25 structures with the same formula, charge and spin comes out at 0.000 eV.

Positions of all 32 atoms, in Å:
S 1.898 -1.168 0.440
N -0.767 -0.888 -0.722
C -1.071 -2.153 0.126
H 1.784 -2.065 -0.577
C -1.201 -1.795 1.568
H -0.402 -2.925 -0.005
H -2.029 -2.913 -1.568
H 3.476 2.862 -0.113
C 1.613 2.523 1.844
H -3.066 -2.057 -0.495
H 0.588 2.368 2.154
C -0.814 -1.142 -2.116
H -1.453 -0.163 -0.485
H 2.399 2.183 -1.403
C 0.580 1.177 -0.055
H 1.892 3.645 -0.373
C -2.265 -2.718 -0.560
H 1.712 3.577 1.670
S -0.667 2.216 -0.747
H -2.688 -3.580 -0.123
N 1.768 1.794 0.578
H -0.493 3.201 -0.017
C 2.457 2.702 -0.420
H -2.101 -1.093 1.570
C 0.491 -0.131 -0.253
H -0.464 -1.244 2.129
H 2.294 2.106 2.658
H -0.038 -0.538 -2.733
H -1.810 -0.931 -2.504
H -1.430 -2.646 2.102
H 2.430 1.107 0.765
H -0.253 -2.104 -2.339

***

C8H20N3O2P | ωB97M-V with the def2-TZVPD basis set

The calculation puts the HOMO energy at -0.2045 hartree. The value obtained for the HOMO-LUMO gap is 5.107 eV.

Positions of all 34 atoms, in Å:
H -0.918 1.728 -0.934
C -0.762 -0.858 -1.308
H 1.816 -0.894 1.731
H -1.688 0.720 2.109
H 1.446 0.981 -1.423
H -0.044 -0.774 0.630
C 2.703 -0.048 0.235
H 3.735 0.371 -0.198
H -0.397 -1.993 -1.328
O 1.855 -3.356 -1.519
C 2.105 -3.512 -0.228
H 1.276 -3.320 0.474
N 1.083 3.684 0.029
H 0.560 4.550 0.313
H -2.675 1.877 0.949
H 0.842 3.391 -0.954
H -0.936 4.076 1.967
H -0.511 -0.296 -2.308
N 2.770 -0.539 1.514
C -2.033 0.897 1.005
C 1.438 -0.023 -0.778
H 1.585 -0.893 -1.573
H -2.874 -1.304 1.257
C -2.848 -0.417 0.461
H 2.897 -2.884 0.214
P 0.390 2.408 1.106
O -0.659 3.173 2.316
H -3.988 -0.079 0.352
C -0.669 1.151 0.068
N 0.061 -0.160 -0.203
H -2.738 -2.009 -1.173
H 2.428 -4.513 0.106
C -2.368 -0.885 -1.032
H -2.884 -0.249 -1.877

***

C8H20N3S | ωB97M-V with the def2-TZVPD basis set

As for the total charge: +1. The calculation puts the HOMO energy (alpha / beta) at -0.4395 / -0.4304 hartree. The value obtained for the HOMO-LUMO gap (alpha / beta) is 7.989 / 7.216 eV. The energy above the lowest of the compared OMol25 structures with the same formula, charge and spin comes out at 4.678 eV.

Positions of all 32 atoms, in Å:
H 0.436 0.341 0.675
H -2.219 0.807 -2.999
C 0.462 1.225 -0.194
H 2.905 -0.401 1.255
H 2.740 -1.859 2.356
H -3.198 -0.294 -2.044
H 0.526 -0.430 2.925
C 2.477 -0.834 2.151
H 0.310 -0.013 -4.904
N 0.975 -0.801 2.017
C -2.589 0.671 0.368
H -0.670 -1.824 1.385
H -3.593 1.388 -2.326
H -3.404 1.408 0.537
H 0.550 -2.903 2.337
H 0.818 -2.272 0.614
C 1.695 1.735 -2.336
H -1.784 0.566 1.124
H 2.813 -0.335 3.002
N 0.774 1.102 -3.161
C -0.706 1.029 -1.139
H 2.646 1.916 -0.497
C 1.854 1.206 -0.907
H 1.436 2.745 -2.341
H -3.186 -0.254 0.307
H 2.146 0.207 -0.758
N -1.949 0.763 -0.981
S 1.138 -0.346 -3.824
C -2.783 0.723 -2.082
H 0.325 2.218 0.373
H 2.678 1.658 -2.768
C 0.431 -2.057 1.610

***

C8H20N4O6PS | ωB97M-V with the def2-TZVPD basis set

As for the total charge: +1. The calculation puts the HOMO energy at -0.4591 hartree. The value obtained for the HOMO-LUMO gap is 7.368 eV.

Positions of all 40 atoms, in Å:
N -1.933 -3.568 -1.454
H 3.553 3.683 0.980
H -1.394 0.473 3.272
H -2.324 -1.479 -1.473
H -0.659 -0.636 2.139
O -4.293 -2.084 0.290
C -1.926 -4.793 -1.937
H 0.756 4.807 0.560
C -2.757 -2.412 -1.869
H -1.681 0.747 0.238
O -5.465 -2.167 -1.847
H -0.985 -2.562 0.089
H -2.430 -0.487 2.202
C -1.446 1.158 1.222
H 3.134 4.638 -0.437
H -2.196 1.917 1.446
H 4.567 2.092 -0.419
C 1.432 3.965 0.715
N -1.112 -3.430 -0.444
C 3.356 0.491 0.379
H 3.409 1.441 -1.569
C 2.864 4.439 0.601
S -4.406 -2.640 -1.028
H 4.869 0.516 -1.159
O -0.178 1.817 1.202
C -1.488 0.064 2.266
H 1.245 3.574 1.712
H -4.514 -4.012 -0.885
H -2.528 -5.184 -2.754
O 2.296 1.304 0.883
N -1.003 -5.424 -1.133
P 0.901 1.422 0.020
H 3.013 5.344 1.192
H 4.041 0.310 1.208
N -0.550 -4.604 -0.270
H -2.885 -2.387 -2.961
C 4.094 1.171 -0.759
O 0.530 -0.042 -0.048
O 1.130 3.010 -0.323
H 2.976 -0.482 0.059

***

C8H20NPS | ωB97M-V with the def2-TZVPD basis set

The calculation puts the HOMO energy at -0.3012 hartree. The value obtained for the HOMO-LUMO gap is 9.033 eV. Its structure (SMILES) is CCCCP(N)S.C=CCC. The energy above the lowest of the compared OMol25 structures with the same formula, charge and spin comes out at 1.736 eV.

Positions of all 31 atoms, in Å:
H -3.069 -0.778 0.510
H 3.590 0.231 0.329
H 0.382 4.746 -0.110
H 0.941 -2.218 -1.179
H 0.448 2.256 0.008
H 1.380 2.979 -1.204
H -4.901 -3.100 -0.013
H -1.233 -1.212 -1.996
H 2.830 2.273 1.519
H 0.560 -1.311 2.525
P 1.140 -0.342 0.126
H -1.941 -3.440 0.228
H 3.543 2.470 -0.251
H -4.072 -2.770 1.486
H -2.672 -3.107 -1.155
H 2.981 0.613 -1.181
S 1.621 -1.757 1.674
C 1.382 2.887 -0.121
C 2.714 0.709 -0.078
H 1.982 4.953 0.440
H -3.960 -4.250 0.660
H 2.386 -1.480 -1.399
C -1.720 -0.659 -1.116
C -4.030 -3.255 0.485
C -2.756 -2.777 -0.183
H -1.271 0.371 -0.930
N 1.389 -1.298 -1.242
C 1.196 4.206 0.476
C 2.655 2.205 0.380
C -2.468 -1.270 -0.217
H 0.974 4.126 1.532

***

C8H20O2 | ωB97M-V with the def2-TZVPD basis set

The calculation puts the HOMO energy at -0.3527 hartree. The value obtained for the HOMO-LUMO gap is 10.660 eV. Its structure (SMILES) is CCCOC.CCCOC. The energy above the lowest of the compared OMol25 structures with the same formula, charge and spin comes out at 2.483 eV.

Positions of all 30 atoms, in Å:
C -0.696 1.139 1.912
H -1.349 0.776 1.101
C -0.485 -1.597 -1.594
C -3.124 0.647 -4.007
H -1.019 -0.874 -4.036
H 0.288 -2.012 -0.925
C 0.497 0.219 1.908
C 3.194 -0.624 4.332
H -0.625 -2.288 -2.441
O -2.199 0.462 -2.941
H -1.271 1.139 2.853
H 0.006 0.572 -1.581
H 0.219 -0.833 2.112
H 3.786 0.282 4.550
H 1.145 -0.473 -2.480
H -3.579 -0.348 -4.147
H -1.433 -1.527 -1.036
C -0.917 0.043 -3.426
O 2.573 -0.425 3.006
H -3.927 1.378 -3.817
H -0.395 2.175 1.684
H 1.169 0.626 4.044
H 1.084 0.236 0.969
H 2.532 -0.826 5.190
H 3.885 -1.475 4.212
H -0.506 0.838 -4.078
H 2.102 1.544 2.826
H -2.603 0.929 -4.937
C 0.073 -0.293 -2.269
C 1.575 0.589 3.015

***

C8H21INO4P2Y | ωB97M-V with the def2-TZVPD basis set

As for the total charge: +2. The calculation puts the HOMO energy at -0.5823 hartree. The value obtained for the HOMO-LUMO gap is 6.634 eV.

Positions of all 38 atoms, in Å:
O -0.001 0.002 2.403
H -1.235 4.310 -0.118
C -1.893 -0.035 0.087
H 0.966 -3.948 2.217
H 1.410 -4.145 -0.437
H 1.791 -2.360 2.360
O 1.071 0.190 4.364
C 0.792 3.106 1.753
N -0.002 0.003 3.768
C -1.420 3.232 -0.072
H 1.761 2.644 1.987
I -0.738 0.113 -3.449
H 2.270 -2.572 -0.542
H 0.144 -2.563 2.999
H -2.102 -2.968 1.167
H -0.714 0.790 -6.059
H 1.352 3.995 -1.043
C 1.296 -3.073 -0.623
H 0.908 -2.912 -1.636
Y 0.107 -0.001 0.381
H 0.111 2.920 2.594
H -0.535 -0.996 -5.898
H 2.235 2.437 -0.915
H -1.177 -4.356 0.518
H 0.916 4.185 1.613
H 0.880 0.081 -5.604
C 0.828 -2.863 2.196
H -1.815 -3.095 -0.580
C -1.376 -3.285 0.407
C -0.202 -0.022 -5.539
O -1.073 -0.173 4.363
P 0.131 2.376 0.242
H 0.869 2.590 -2.045
C 1.253 2.906 -1.068
P 0.162 -2.371 0.592
H -1.856 2.895 -1.021
O -2.968 -0.055 -0.088
H -2.142 3.019 0.726

***

C8H21N4 | ωB97M-V with the def2-TZVPD basis set

As for the total charge: +1. The multiplicity is 3. The calculation puts the HOMO energy (alpha / beta) at -0.3037 / -0.5122 hartree. The value obtained for the HOMO-LUMO gap (alpha / beta) is 5.621 / 7.132 eV. The energy above the lowest of the compared OMol25 structures with the same formula, charge and spin comes out at 0.000 eV.

Positions of all 33 atoms, in Å:
H -2.619 -1.452 -0.983
C -0.022 0.099 1.197
H 1.196 1.067 2.618
N 0.211 -0.752 -2.313
C -0.758 3.567 -0.291
H 0.627 -3.073 -1.270
H 0.303 1.800 -0.931
H -0.912 -3.189 -0.379
C -0.661 -1.399 -1.531
C 1.533 -1.051 2.865
H 1.959 -0.930 3.857
H 1.795 -1.268 -3.415
C 0.630 0.134 2.547
H 2.356 -1.118 2.154
H -0.170 0.202 3.292
H -2.138 -0.002 -1.771
H -1.146 1.822 1.752
N 1.523 -1.219 -2.437
H -0.990 4.088 0.634
H -1.712 1.029 0.275
H -0.008 0.198 -2.602
C -0.436 -2.857 -1.294
C -0.825 1.313 0.843
H 0.933 2.539 0.539
H 0.975 -1.985 2.857
N 0.105 -0.853 0.370
H 0.706 -1.609 0.679
H -0.168 4.231 -0.915
H 2.183 -0.628 -1.929
N -1.914 -0.943 -1.490
C 0.016 2.288 0.004
H -1.694 3.352 -0.802
H -0.875 -3.401 -2.130

***

C8H21NOP2RuS | ωB97M-V with the def2-TZVPD basis set

As for the total charge: +1. The multiplicity is 6. The calculation puts the HOMO energy (alpha / beta) at -0.2861 / -0.4823 hartree. The value obtained for the HOMO-LUMO gap (alpha / beta) is 5.197 / 5.837 eV. The energy above the lowest of the compared OMol25 structures with the same formula, charge and spin comes out at 0.391 eV.

Positions of all 35 atoms, in Å:
H -1.438 4.307 0.214
H 2.256 -2.879 -0.273
C -0.235 -2.667 -2.169
C -0.413 2.681 -2.139
H 1.321 4.323 -0.196
H -1.500 -3.128 1.421
H -1.367 2.221 -2.441
C -1.423 3.247 0.496
H -1.272 3.149 1.576
H 1.428 -3.181 1.279
C 1.970 0.017 0.647
H -0.307 -3.749 -2.369
H -2.385 2.788 0.246
H 0.647 -2.271 -2.694
Ru 0.209 -0.015 0.134
H 2.271 2.831 -0.513
O 3.124 -0.010 0.786
H -2.456 -2.734 -0.018
H 1.254 -4.351 -0.066
H -1.132 -2.178 -2.580
P -0.102 -2.331 -0.380
H 1.619 3.141 1.123
H -0.338 -1.214 1.085
C 1.347 -3.286 0.189
S -1.291 0.020 2.722
N 0.279 0.004 5.078
H 0.396 2.251 -2.750
C 1.426 3.255 0.047
C -0.411 0.012 4.116
H -0.465 3.768 -2.320
H 0.589 0.020 -1.431
P -0.096 2.327 -0.370
H -1.551 -4.275 0.046
H -0.417 1.122 1.171
C -1.537 -3.215 0.331

***

C8H22AgN2O10S2 | ωB97M-V with the def2-TZVPD basis set

As for the total charge: -2. The multiplicity is 2. The calculation puts the HOMO energy (alpha / beta) at -0.0424 / -0.0283 hartree. The value obtained for the HOMO-LUMO gap (alpha / beta) is 5.736 / 5.351 eV. The energy above the lowest of the compared OMol25 structures with the same formula, charge and spin comes out at 1.848 eV.

Positions of all 45 atoms, in Å:
O -2.337 -3.919 1.282
H 2.605 -3.267 -1.235
H 0.909 -3.536 0.205
H -0.036 -2.954 -0.854
O -0.567 0.880 2.206
H -1.975 3.676 1.571
S -1.896 -2.695 1.918
C 1.519 -1.895 -2.482
O -0.520 0.359 4.454
H -2.769 4.911 0.728
H 1.118 -2.794 -2.950
C 1.988 -2.377 -1.118
O -2.604 -2.416 3.136
O -2.037 -1.552 1.055
C -0.942 1.329 -1.114
H 3.725 -1.167 -0.886
H -2.642 1.338 0.274
S 0.299 0.735 3.332
H 3.403 0.805 1.519
C 2.911 0.866 0.547
Ag 0.074 -0.875 1.028
H -3.733 3.417 0.945
O 2.095 -0.241 0.110
H -0.195 1.783 -0.462
N -0.820 -0.098 -0.995
C -2.322 1.882 -0.615
C -2.732 3.824 0.801
H 0.350 1.420 -2.941
H 0.720 -1.153 -2.450
O 1.139 1.899 3.570
O -2.228 3.334 -0.440
C 2.842 -1.413 -0.296
H -1.696 -0.438 -0.626
H -0.683 2.760 -2.642
H -3.037 1.603 -1.389
H 2.211 1.700 0.518
H 3.675 1.059 -0.206
O 1.129 -0.337 2.874
C -0.646 1.672 -2.575
O -0.459 -2.658 2.155
H 3.149 -1.950 0.600
H -1.337 1.268 -3.314
H -0.824 -0.524 -1.911
H 2.413 -1.586 -3.024
N 0.763 -2.675 -0.302